1.
Molecular formula: C8H9ClO2
Method: DFT, ωB97M-V/def2-TZVPD

## Properties
HOMO level = -0.303 Ha
energy above the lowest of the compared OMol25 structures with the same formula, charge and spin = 149.5 kJ/mol
structure (SMILES) = C=CC[C@H]1C=CO/C1=C(/O)Cl
charge = 0
gap between HOMO and LUMO = 8.916 eV

Positions of all 20 atoms, in Å:
C -1.090264 1.260935 -2.438238
C -1.094512 1.270453 -1.122926
C -1.423426 0.052499 -0.232423
C -0.331655 -0.147395 0.891669
C -0.795382 -1.427273 1.613495
C 0.232253 -2.244485 1.353411
O 1.238875 -1.793532 0.483736
C 1.075447 -0.441276 0.514656
C 2.113718 0.368767 0.263986
O 2.166211 1.677482 0.024317
Cl 3.647404 -0.479053 -0.130081
H -1.029524 2.157766 -3.037914
H -1.126256 0.404139 -2.941269
H -1.147893 2.134456 -0.531168
H -2.503707 0.167030 0.074754
H -1.466921 -0.901713 -0.791734
H -0.293531 0.763922 1.511987
H -1.610352 -1.606806 2.412588
H 0.409348 -3.251889 1.692370
H 3.030167 2.035973 0.388784

Force components x, y, z for each atom (eV/Å):
C 0.4 3.3 1.5
C -1.4 -2.1 0.6
C 0.8 0.2 -1.4
C -3.0 1.4 0.7
C 1.8 0.0 1.4
C -0.5 -1.2 0.0
O -0.7 -0.7 1.2
C 0.1 1.2 -1.0
C 0.6 -2.0 -0.6
O 0.8 1.2 0.8
Cl -0.4 0.5 0.3
H 0.1 0.2 0.1
H -0.2 -3.5 -2.0
H 0.4 1.6 0.4
H 1.3 0.1 0.6
H 0.3 0.5 -0.1
H -0.4 -0.3 0.0
H 1.5 0.5 -1.9
H -0.1 -0.2 -0.1
H -1.5 -0.6 -0.6

***

2.
Molecular formula: C8H9F2N2
Method: DFT, ωB97M-V/def2-TZVPD

## Properties
HOMO level (alpha / beta) = -0.450 / -0.450 Ha
charge = +1
gap between HOMO and LUMO (alpha / beta) = 6.792 / 6.791 eV

Positions of all 21 atoms, in Å:
C 0.029364 2.869385 0.825745
C 0.416863 1.879445 1.727571
C -0.871028 2.580852 -0.198073
C -0.072892 0.600931 1.606275
C -1.365415 1.306176 -0.348343
C -0.966745 0.287922 0.552631
C 0.812775 -1.881048 -0.989911
C -1.425623 -1.023997 0.382725
N 0.959408 -1.742662 -2.278352
N 1.619732 -2.585715 -0.245333
F -1.231253 -1.974870 1.260093
F -2.275726 -1.387066 -0.535354
H 0.428081 3.866777 0.923361
H 1.105170 2.119401 2.522090
H -1.179676 3.361046 -0.877121
H 0.218897 -0.166207 2.306013
H -2.065817 1.073574 -1.136261
H 0.284699 -1.220091 -2.814971
H 1.712933 -2.183094 -2.805140
H 1.447128 -2.686316 0.743535
H 2.419126 -3.094442 -0.621178

Force components x, y, z for each atom (eV/Å):
C -0.1 -0.3 -0.1
C 0.0 0.1 0.0
C 0.1 0.1 0.0
C -0.4 -0.2 -0.2
C -0.1 -0.5 0.2
C 0.1 1.1 0.3
C -2.4 0.9 1.3
C 0.7 -2.0 -0.9
N 0.7 -0.4 -0.7
N 0.9 -0.6 -0.2
F -0.3 1.1 -0.7
F 0.7 0.6 1.0
H 0.0 0.1 0.0
H 0.1 0.0 0.1
H 0.0 0.0 -0.1
H 0.1 -0.1 0.1
H 0.0 0.0 -0.1
H 0.1 -0.1 0.1
H -0.1 0.1 0.0
H 0.0 0.0 -0.2
H 0.0 0.0 0.2

***

3.
Molecular formula: C8H9FO
Method: DFT, ωB97M-V/def2-TZVPD

## Properties
HOMO level = -0.322 Ha
energy above the lowest of the compared OMol25 structures with the same formula, charge and spin = 143.3 kJ/mol
structure (SMILES) = CC1=C[C@@]2(F)C[C@@]2(O)C=C1
charge = 0
gap between HOMO and LUMO = 9.508 eV

Positions of all 19 atoms, in Å:
C -1.478332 1.736957 -1.681378
C -0.670304 0.857513 -0.651340
C 0.600558 0.507537 -1.008929
C 1.428976 -0.379280 -0.158537
F 2.471913 -1.164442 -0.678839
C 1.647177 -0.099456 1.213753
C 0.656943 -1.159899 1.006899
O 1.065815 -2.517895 1.267951
C -0.748965 -0.792056 1.188553
C -1.306023 0.220417 0.497268
H -2.133151 2.363671 -1.016802
H -2.228776 1.216433 -2.340547
H -0.836348 2.188584 -2.358901
H 1.045524 0.625104 -1.988944
H 1.391201 0.824093 1.773169
H 2.647571 -0.469427 1.390035
H 0.268614 -3.036359 1.063751
H -1.438171 -1.331517 1.857995
H -2.384221 0.410025 0.624841

Force components x, y, z for each atom (eV/Å):
C -2.2 -1.9 2.8
C 0.5 -0.1 -1.9
C 0.3 -1.6 0.3
C -1.3 -0.1 -1.6
F -1.1 1.2 -0.4
C 1.6 0.8 2.8
C -0.1 -1.3 0.5
O -1.2 1.4 -0.2
C -0.3 0.0 -0.1
C -0.6 0.3 -0.9
H 0.8 0.3 -1.1
H 0.8 -0.3 0.9
H 1.2 1.5 -0.8
H -0.3 0.6 -0.2
H 0.0 -0.6 -0.8
H 0.1 -0.1 0.8
H 0.5 0.0 0.0
H 0.8 -0.1 -0.2
H 0.6 0.1 0.1

***

4.
Molecular formula: C8H9FeNO5
Method: DFT, ωB97M-V/def2-TZVPD

## Properties
HOMO level (alpha / beta) = -0.637 / -0.635 Ha
expectation value of S² = 6.1110
energy above the lowest of the compared OMol25 structures with the same formula, charge and spin = 0.0 kJ/mol
spin multiplicity = 5
charge = +2
gap between HOMO and LUMO (alpha / beta) = 6.199 / 4.662 eV

Positions of all 24 atoms, in Å:
Fe -0.130349 -0.214627 -1.060133
C -0.091451 0.623136 0.585822
O 0.063581 1.293235 1.575886
C 0.118903 1.492891 -1.785005
O 0.265783 2.598870 -2.144425
C -1.366143 1.057435 -0.443618
O -2.340035 1.692794 -0.167509
C 1.431272 0.679222 -0.441833
O 2.509964 0.899272 -0.044429
C -0.035857 -1.358361 -3.218572
H 0.868204 -1.902086 -3.131146
H -0.943759 -1.874864 -3.014939
C -0.010128 -0.102863 -3.723221
H -0.933447 0.475426 -3.951024
H 0.875638 0.330570 -4.211093
C -1.558073 -2.855293 2.027500
C -0.769179 -3.334423 0.827947
N -0.352447 -4.648709 0.942183
O -0.528903 -2.673694 -0.195661
H -1.857416 -3.715219 2.637241
H -2.450698 -2.294763 1.730749
H -0.912455 -2.219178 2.640781
H 0.419326 -4.966212 0.365345
H -0.647732 -5.153759 1.740056

Force components x, y, z for each atom (eV/Å):
Fe -0.4 -3.6 -2.4
C 0.2 3.3 7.0
O -0.7 -2.7 -3.2
C 0.7 6.4 -2.7
O -0.5 -4.2 1.1
C -5.9 2.8 2.1
O 4.2 -2.6 -1.6
C 6.0 0.2 1.5
O -3.9 -0.5 -1.5
C 0.0 1.0 0.2
H 0.8 -0.7 0.0
H -0.8 -0.4 0.2
C -0.7 0.2 -1.2
H 0.5 -0.6 0.3
H 0.0 -0.2 0.7
C -0.1 -0.1 -0.3
C 0.0 -2.5 0.9
N 0.0 3.0 -1.1
O 0.6 1.6 -0.6
H 0.0 0.4 -0.1
H 0.2 -0.1 0.0
H -0.1 0.0 0.0
H -0.4 -0.2 0.1
H 0.1 -0.6 0.6

***

5.
Molecular formula: C8H9HgN2O4
Method: DFT, ωB97M-V/def2-TZVPD

## Properties
HOMO level (alpha / beta) = -0.330 / -0.328 Ha
expectation value of S² = 0.7576
spin multiplicity = 2
charge = 0
gap between HOMO and LUMO (alpha / beta) = 9.410 / 5.512 eV

Positions of all 24 atoms, in Å:
Hg -1.522125 -0.768065 -2.754215
O -0.380430 -2.061152 1.791684
C -0.676209 -1.622338 0.701438
O -0.559891 -2.063053 -0.438096
C -1.256271 -0.111474 0.768640
C -1.137506 0.543675 1.986226
C -1.536334 1.867685 2.037010
C -2.013280 2.484888 0.892056
C -2.110693 1.737359 -0.270506
N -1.747545 0.469306 -0.283429
H -0.743469 0.017095 2.838272
H -1.474330 2.410342 2.968999
H -2.305049 3.523774 0.893991
H -2.472884 2.158489 -1.195160
N 2.431392 -1.969656 -0.826155
C 2.236839 -0.592542 -0.399641
C 1.410687 0.107459 -1.472054
O 0.743651 1.089027 -1.277387
O 1.493421 -0.472772 -2.664524
H 1.545817 -2.466899 -0.735136
H 3.105509 -2.442789 -0.236935
H 2.037480 -1.288097 -2.562357
H 3.201994 -0.080836 -0.329708
H 1.729227 -0.469423 0.566988

Force components x, y, z for each atom (eV/Å):
Hg 0.3 0.1 1.6
O 0.4 -0.8 0.7
C -1.0 2.6 0.8
O 0.3 -1.0 -2.3
C 0.7 -1.5 0.6
C -0.3 0.5 -0.1
C 0.1 -0.2 0.2
C -0.1 0.0 -0.3
C -0.1 0.5 0.5
N -0.3 -0.4 -1.6
H 0.0 -0.1 0.0
H 0.0 0.1 0.0
H 0.0 0.1 0.0
H -0.1 0.1 -0.1
N 0.1 -0.3 0.1
C -0.2 0.1 0.1
C 0.3 0.2 0.9
O 0.2 0.0 -0.3
O -0.3 -0.1 -0.8
H 0.0 0.0 0.2
H 0.0 0.0 -0.1
H 0.0 0.1 0.3
H -0.1 0.0 -0.1
H 0.0 0.0 -0.2

***

6.
Molecular formula: C8H9I
Method: DFT, ωB97M-V/def2-TZVPD

## Properties
HOMO level = -0.304 Ha
charge = 0
gap between HOMO and LUMO = 7.946 eV

Positions of all 18 atoms, in Å:
C -0.135698 -3.094105 0.696946
C 0.253148 -3.218848 -0.434484
C -2.138492 0.928869 1.191509
C -0.930662 1.408839 0.996138
C 1.518084 0.468074 0.138189
C 0.014041 0.605664 0.183454
C 0.822834 1.252649 -0.965680
C 0.963250 0.388062 -2.079033
I 0.751802 1.371967 -3.892410
H -0.683756 -2.680445 1.492367
H -2.752100 1.542618 1.800662
H -2.341505 -0.091962 0.827670
H -0.483743 2.219620 1.512000
H 2.086154 1.007711 0.888403
H 1.891112 -0.506474 -0.018804
H -0.362806 -0.235131 -0.189525
H 0.728864 2.266121 -0.918991
H 0.799471 -3.633228 -1.228409

Force components x, y, z for each atom (eV/Å):
C -0.4 0.8 -0.9
C 0.4 -0.7 1.0
C 0.5 -0.4 0.0
C 1.9 -1.3 -0.6
C -1.2 1.8 2.8
C 2.3 1.4 0.5
C 0.6 -2.5 -0.3
C -0.8 -0.1 -0.7
I 0.1 0.3 -0.3
H -0.1 -0.1 0.8
H -1.1 -0.2 0.5
H -0.6 0.9 0.1
H -0.2 1.2 0.2
H 0.0 0.3 -0.2
H 0.2 -0.7 -0.7
H -2.0 -3.5 -1.1
H 0.3 2.8 -0.2
H 0.2 0.1 -0.9

***

Ordered E results: -920.79278 -619.17944 -485.25135 -2003.96200 -874.12494 -607.64098; unit a.u..